# 1
ORCA calculation (ωB97M-V with the def2-TZVPD basis set) on one molecule with the formula C33H58N2O4Si at a distorted geometry.

XYZ file:
```
98
Properties=species:S:1:pos:R:3:mulliken_charge:R:1
C -6.421 -6.475 -3.223 -1.1593
C -6.150 -4.988 -2.964 -0.4612
C -5.501 -4.229 -4.138 -0.5970
C -4.569 -5.053 -5.036 -0.7862
C -3.285 -5.458 -4.303 -1.0143
C -2.325 -4.279 -4.007 -0.2400
C -1.894 -3.621 -5.322 -0.5112
C -0.583 -2.815 -5.266 -0.9234
C 0.560 -3.481 -4.479 -0.9848
C 0.534 -2.977 -3.007 -0.3768
C 1.282 -1.629 -2.933 -0.8979
C 1.200 -1.086 -1.498 -0.7598
N 2.438 -0.206 -1.210 0.0592
C 3.041 -0.856 -0.095 0.0974
O 3.764 -1.828 -0.151 -0.6115
C 2.528 -0.095 1.116 0.2471
C 2.638 -0.391 2.435 0.4435
C 3.363 -1.653 2.832 -1.0326
C 2.340 -2.802 3.060 -1.3426
C 2.065 0.449 3.363 0.5965
C 2.174 0.049 4.831 -1.8135
C 3.585 0.196 5.463 -0.6718
C 3.569 0.927 6.831 -0.8024
O 4.557 1.960 6.862 -0.5911
C 1.407 1.598 2.970 -0.7071
N 0.829 2.515 3.923 -0.1647
C 1.793 3.044 4.910 0.4223
C 2.261 4.511 4.724 -0.9427
C 1.868 5.176 3.416 -1.0860
C 1.282 1.878 1.610 0.1482
C 0.497 3.097 1.147 -0.6791
C 1.238 4.082 0.227 -0.9251
O 0.519 4.448 -0.949 -0.4945
Si -0.815 5.423 -0.734 0.5627
C -0.540 6.863 0.445 -1.0501
C -2.336 4.486 -0.112 -1.0738
C -1.284 6.065 -2.440 -1.1274
C 1.848 1.029 0.711 0.9481
C 1.874 1.058 -0.811 -0.2427
O 1.526 1.901 -1.605 -0.5783
H -6.861 -6.573 -4.215 0.2705
H -7.049 -6.926 -2.463 0.3969
H -5.470 -7.003 -3.272 0.2686
H -5.591 -4.844 -2.040 0.2890
H -7.125 -4.526 -2.795 0.3711
H -6.240 -3.741 -4.773 0.4020
H -4.904 -3.421 -3.713 0.2138
H -4.363 -4.452 -5.919 0.4479
H -5.039 -5.967 -5.398 0.3987
H -3.547 -5.900 -3.342 0.3775
H -2.706 -6.169 -4.892 0.3408
H -2.805 -3.565 -3.339 0.2097
H -1.496 -4.717 -3.453 0.3066
H -1.802 -4.389 -6.090 0.3469
H -2.677 -2.913 -5.585 0.2655
H -0.250 -2.573 -6.275 0.4003
H -0.793 -1.857 -4.786 0.3876
H 0.403 -4.559 -4.439 0.4412
H 1.537 -3.202 -4.863 0.4304
H 0.963 -3.704 -2.320 0.5470
H -0.495 -2.767 -2.710 0.2580
H 2.330 -1.843 -3.127 0.2772
H 0.853 -0.921 -3.634 0.3459
H 0.326 -0.437 -1.452 0.4682
H 1.103 -1.885 -0.767 0.4777
H 3.966 -1.522 3.723 0.2493
H 4.031 -1.974 2.043 0.6010
H 1.394 -2.568 2.575 0.3262
H 2.703 -3.741 2.652 0.3897
H 2.135 -2.970 4.116 0.4015
H 1.465 0.645 5.401 0.6891
H 1.822 -0.976 4.895 0.4662
H 3.939 -0.808 5.693 0.4963
H 4.318 0.649 4.802 0.4551
H 3.789 0.229 7.633 0.4177
H 2.587 1.353 7.045 0.3196
H 4.130 2.757 6.538 0.3411
H 0.128 1.997 4.438 0.3664
H 1.284 3.008 5.874 0.6066
H 2.681 2.428 5.009 -0.5927
H 3.353 4.509 4.743 0.3636
H 1.960 5.134 5.565 0.4688
H 0.796 5.268 3.275 0.2611
H 2.270 6.191 3.436 0.4790
H 2.373 4.670 2.601 0.1580
H 0.065 3.581 2.014 0.7757
H -0.353 2.702 0.588 0.4141
H 2.181 3.649 -0.094 0.6832
H 1.507 4.998 0.755 0.1149
H 0.365 7.438 0.264 0.3253
H -0.614 6.513 1.474 0.2892
H -1.384 7.540 0.301 0.3989
H -3.253 5.051 -0.256 0.4089
H -2.394 3.549 -0.669 0.3122
H -2.199 4.197 0.929 0.2893
H -2.102 6.778 -2.334 0.3252
H -1.670 5.219 -3.008 0.2787
H -0.448 6.529 -2.955 0.3057
```

Results
E: -1992.21115 a.u.
HOMO-LUMO gap: 0.340 Eh
2S+1: 1

***

# 2
ORCA calculation (ωB97M-V with the def2-TZVPD basis set) on a 8-piece molecular cluster, C33H59Cl14NO4S overall at a distorted geometry.

XYZ file:
```
112
Properties=species:S:1:pos:R:3:mulliken_charge:R:1
C 3.336 -0.631 1.481 -1.1744
C 2.882 0.924 1.666 0.2053
C 4.047 1.968 1.304 -0.9604
C 3.589 3.219 0.414 0.1870
C 3.086 2.642 -1.029 -0.7696
C 2.360 4.060 1.004 0.5357
C 2.222 5.538 0.313 0.0750
O 2.073 6.617 1.279 -0.4202
S 0.729 6.420 2.250 1.3809
O -0.556 6.622 1.453 -0.6870
O 0.658 7.422 3.389 -0.6934
C 0.804 4.711 2.955 0.1864
C 0.427 4.600 4.506 -0.6834
C 0.033 3.034 4.749 0.4418
C -1.522 2.755 4.406 -0.3430
N -1.785 1.353 3.920 -0.1169
C -1.540 1.244 2.437 0.4673
C -2.912 1.013 1.607 0.5877
C -2.960 -0.103 0.494 -0.9538
C -4.280 -0.377 -0.304 -0.5634
C -5.564 0.441 0.000 -0.2444
C -5.549 1.566 1.061 -0.7646
C -4.215 1.815 1.824 0.4379
O -4.186 2.867 2.809 -0.5672
C 2.296 4.147 2.604 -1.5260
H 2.679 -1.286 2.170 0.2414
H 4.412 -0.780 1.870 0.3332
H 3.221 -0.900 0.377 0.2849
H 2.684 1.031 2.802 0.1588
H 1.881 1.131 1.155 0.0095
H 4.838 1.377 0.702 0.4877
H 4.608 2.354 2.239 0.2847
H 4.505 3.886 0.222 0.4188
H 2.481 1.676 -0.928 0.2423
H 2.338 3.431 -1.431 -0.0025
H 3.922 2.587 -1.801 0.3497
H 1.400 3.502 0.674 0.1371
H 3.242 5.709 -0.205 0.3567
H 1.386 5.583 -0.475 -0.3270
H 0.088 4.022 2.383 -0.1271
H -0.511 5.250 4.680 0.3497
H 1.294 4.887 5.192 0.3247
H 0.356 2.650 5.783 0.2437
H 0.636 2.422 3.975 -0.3588
H -1.791 3.446 3.529 -0.1568
H -2.209 3.048 5.276 0.2372
H -1.074 0.773 4.388 -0.0511
H -0.956 0.255 2.304 0.2543
H -0.900 2.090 2.015 -0.1491
H -1.993 -0.672 0.326 0.4977
H -4.277 -1.190 -1.105 0.3948
H -6.535 0.220 -0.558 0.4716
H -6.506 2.164 1.251 0.2362
H -3.599 3.548 2.391 0.3001
H 3.017 4.942 3.036 0.2495
H 2.456 3.162 3.150 0.3612
Cl 0.666 5.599 -2.295 -0.2233
C 0.148 7.304 -2.310 -0.4913
C 0.545 8.011 -3.590 -0.4177
Cl 2.308 8.228 -3.720 -0.1900
H 0.574 7.794 -1.432 0.3171
H -0.938 7.305 -2.206 0.3707
H 0.100 9.008 -3.615 0.3304
H 0.205 7.465 -4.472 0.3157
Cl -9.486 1.494 1.098 -0.1690
C -9.992 -0.205 1.278 -0.4165
C -8.939 -1.172 0.775 -0.4561
Cl -8.749 -1.098 -0.994 -0.2042
H -10.939 -0.333 0.751 0.3271
H -10.169 -0.371 2.343 0.2839
H -9.230 -2.196 1.020 0.3442
H -7.965 -0.977 1.229 0.3112
Cl 0.299 -3.728 1.028 -0.1653
C -1.101 -4.655 0.427 -0.3618
C -1.820 -3.938 -0.698 -0.6179
Cl -2.650 -2.464 -0.133 -0.2478
H -1.766 -4.849 1.270 0.3499
H -0.716 -5.613 0.071 0.2076
H -2.586 -4.592 -1.123 0.3621
H -1.133 -3.656 -1.498 0.2918
Cl -0.960 1.109 7.388 -0.1496
C -1.453 -0.591 7.567 -0.5306
C -0.392 -1.550 7.065 -0.4759
Cl -0.195 -1.470 5.297 -0.1327
H -2.399 -0.724 7.040 0.3265
H -1.630 -0.760 8.631 0.3827
H -0.678 -2.575 7.308 0.3126
H 0.579 -1.351 7.521 0.3035
Cl 2.777 -7.914 -2.497 -0.2184
C 1.896 -6.761 -1.464 -0.3739
C 2.373 -6.798 -0.026 -0.1371
Cl 1.941 -8.322 0.788 -0.1895
H 0.830 -6.985 -1.539 0.2348
H 2.064 -5.767 -1.885 0.3015
H 1.903 -5.992 0.540 0.0001
H 3.455 -6.673 0.040 0.3772
Cl 4.051 -6.931 -6.932 -0.1871
C 3.619 -8.583 -6.422 -0.1433
C 2.590 -9.215 -7.337 -0.4653
Cl 0.997 -8.431 -7.201 -0.1847
H 3.265 -8.537 -5.390 0.0661
H 4.540 -9.170 -6.439 0.2990
H 2.451 -10.264 -7.069 0.2985
H 2.902 -9.170 -8.382 0.3327
Cl 5.532 -5.105 -11.619 -0.1883
C 4.902 -4.549 -10.048 -0.1541
C 3.578 -3.824 -10.186 -0.4087
Cl 3.752 -2.256 -11.013 -0.1869
H 5.660 -3.916 -9.584 0.3334
H 4.775 -5.438 -9.426 0.0141
H 3.166 -3.616 -9.196 0.2767
H 2.851 -4.420 -10.739 0.3258
```

Results
E: -8489.08081 a.u.
HOMO-LUMO gap: 0.313 Eh
2S+1: 1

***

# 3
ORCA calculation (ωB97M-V with the def2-TZVPD basis set) on a 10-piece molecular cluster, C33H59FO27 overall at a distorted geometry.

XYZ file:
```
120
Properties=species:S:1:pos:R:3:mulliken_charge:R:1
C 5.189 2.067 2.174 -0.7389
O 6.140 1.001 2.235 -0.2274
C 6.045 0.158 3.243 0.6580
O 5.371 0.239 4.234 -0.5847
O 6.884 -0.850 3.004 -0.2376
C 7.171 -1.759 4.065 -0.7105
H 4.220 1.790 1.763 0.2245
H 5.775 2.805 1.635 0.2682
H 4.916 2.544 3.119 0.5525
H 7.637 -1.205 4.878 0.3176
H 7.828 -2.559 3.740 0.1913
H 6.213 -2.183 4.367 0.3150
C 6.776 -0.548 -4.119 -0.5283
O 5.441 -0.491 -3.617 -0.0728
C 4.483 -0.743 -4.512 0.5094
O 4.628 -1.147 -5.629 -0.5911
O 3.309 -0.592 -3.912 -0.0883
C 2.161 -0.526 -4.730 -0.7673
H 7.077 0.242 -4.808 0.3018
H 6.993 -1.530 -4.535 0.3276
H 7.339 -0.358 -3.201 0.0740
H 1.299 -0.846 -4.153 0.1072
H 2.187 -1.219 -5.575 0.4076
H 2.001 0.451 -5.189 0.3201
C -3.906 -3.974 0.732 -0.5268
O -3.409 -3.599 -0.539 0.0523
C -3.838 -4.351 -1.565 0.5889
O -4.216 -5.478 -1.515 -0.6066
O -3.504 -3.692 -2.683 -0.1582
C -4.109 -4.134 -3.879 -0.7190
H -3.392 -3.414 1.510 0.0255
H -3.771 -5.041 0.907 0.3419
H -4.966 -3.720 0.840 0.2195
H -5.194 -4.063 -3.867 0.2529
H -3.836 -5.161 -4.134 0.3086
H -3.709 -3.527 -4.689 0.2478
C -5.969 -1.149 -0.407 -0.5331
O -6.821 -2.267 -0.157 -0.3997
C -7.073 -3.058 -1.205 0.8570
O -6.597 -2.979 -2.303 -0.5844
O -7.895 -4.009 -0.755 -0.3567
C -8.530 -4.812 -1.732 -0.7518
H -6.512 -0.416 -1.010 0.2787
H -5.017 -1.362 -0.892 0.2003
H -5.806 -0.716 0.579 0.3045
H -8.789 -4.252 -2.634 0.3324
H -9.498 -5.126 -1.343 0.2792
H -7.950 -5.682 -2.034 0.2829
C -7.393 2.344 0.939 -0.6902
O -6.057 2.443 0.446 -0.2109
C -5.953 2.533 -0.866 0.7339
O -6.869 2.596 -1.637 -0.6042
O -4.680 2.367 -1.186 -0.1125
C -4.351 2.061 -2.547 -0.5602
H -8.093 3.078 0.550 0.3115
H -7.471 2.265 2.019 0.2784
H -7.742 1.366 0.583 0.2415
H -4.612 1.005 -2.603 0.1606
H -3.284 2.246 -2.634 0.1711
H -4.898 2.672 -3.262 0.3651
C -2.091 -0.563 -2.252 -0.9197
O -1.039 0.399 -2.098 -0.4098
C 0.148 -0.068 -1.734 0.8874
O 0.586 -1.179 -1.876 -0.6165
O 0.806 0.918 -1.123 -0.1134
C 2.135 0.662 -0.716 -0.1765
H -2.740 -0.150 -3.017 0.3566
H -2.691 -0.538 -1.336 0.1446
H -1.771 -1.591 -2.379 0.6252
H 2.140 -0.036 0.118 0.3239
H 2.739 1.560 -0.636 -0.5355
H 2.740 0.174 -1.494 0.2622
C 3.090 5.403 3.362 -0.6397
O 2.040 5.537 2.394 -0.3483
C 2.186 4.843 1.276 0.7477
O 2.879 3.864 1.145 -0.3654
O 1.346 5.301 0.354 -0.3858
C 1.206 4.483 -0.811 -0.1738
H 3.189 4.356 3.640 0.2296
H 2.675 5.930 4.221 0.2566
H 4.014 5.894 3.070 0.3156
H 2.121 4.610 -1.391 0.3734
H 0.355 4.892 -1.348 0.2460
H 1.001 3.433 -0.611 -0.2024
C 5.584 1.833 -1.055 -0.4306
O 5.780 0.473 -0.797 0.2226
C 7.017 0.020 -0.723 0.6065
O 7.996 0.725 -0.821 -0.6494
O 7.018 -1.277 -0.511 -0.2312
C 8.270 -1.922 -0.286 -0.7070
H 5.722 2.169 -2.086 0.2615
H 6.223 2.428 -0.404 0.3671
H 4.556 2.102 -0.830 -0.0985
H 8.515 -1.879 0.769 0.1505
H 9.072 -1.536 -0.913 0.3432
H 8.097 -2.937 -0.638 0.2962
C -0.533 -1.786 1.411 -0.1254
O -0.685 -1.869 2.808 -0.2501
C -0.955 -3.050 3.329 0.8066
O -1.065 -4.099 2.738 -0.5647
O -1.094 -2.916 4.645 -0.3688
C -1.340 -4.066 5.438 -0.6467
H -0.059 -0.864 1.087 -0.1309
H -1.550 -1.766 0.988 0.0261
H -0.079 -2.674 0.971 0.4055
H -1.176 -3.783 6.477 0.2376
H -0.591 -4.837 5.256 0.2968
H -2.380 -4.346 5.282 0.2892
F -3.112 4.979 4.246 -0.3293
C -2.423 4.270 3.341 0.2250
C -1.086 3.989 3.583 -0.4166
C -0.432 3.085 2.769 -0.8431
C -1.013 2.715 1.559 0.0794
C -2.324 3.066 1.278 -1.0200
C -3.058 3.797 2.209 -0.3520
H -0.689 4.262 4.554 0.4447
H 0.587 2.780 2.972 0.4865
H -0.444 2.158 0.823 0.5458
H -2.728 2.768 0.320 0.6722
H -4.058 4.119 1.946 0.4714
```

Results
E: -3424.17523 a.u.
HOMO-LUMO gap: 0.352 Eh
2S+1: 1
Energy above the lowest of the compared OMol25 structures with the same formula, charge and spin: 34.5 kcal/mol

***

# 4
ORCA calculation (ωB97M-V with the def2-TZVPD basis set) on C33H59FeN8O as an isolated structure at a distorted geometry.

XYZ file:
```
102
Properties=species:S:1:pos:R:3:mulliken_spin:R:1
Fe -2.218 -0.741 -2.236 4.1325
C 0.283 -0.508 -0.179 0.0191
O -0.891 -0.741 -0.895 0.6454
H 0.484 -1.285 0.560 0.0349
H 1.109 -0.461 -0.895 -0.0039
H 0.203 0.460 0.323 0.0174
C -7.345 -2.890 -1.470 0.0003
C -6.915 -2.530 -0.058 0.0006
C -5.490 -2.936 0.339 0.0003
C -4.419 -2.290 -0.427 0.0104
N -3.559 -1.828 -1.020 0.0247
H -7.340 -3.968 -1.648 0.0000
H -6.665 -2.539 -2.251 -0.0002
H -8.353 -2.518 -1.630 0.0000
H -7.594 -3.003 0.653 0.0002
H -7.052 -1.470 0.170 -0.0001
H -5.313 -4.009 0.234 0.0016
H -5.305 -2.668 1.383 -0.0001
C 1.426 0.234 -6.783 0.0004
C 0.443 1.385 -6.564 0.0007
C 0.397 1.897 -5.107 -0.0002
C -0.444 1.099 -4.238 0.0161
N -1.108 0.466 -3.552 0.0248
H 2.436 0.492 -6.468 -0.0001
H 1.452 -0.069 -7.827 0.0001
H 1.111 -0.630 -6.195 -0.0001
H -0.557 1.132 -6.914 0.0000
H 0.773 2.211 -7.196 0.0002
H -0.011 2.910 -5.051 0.0015
H 1.400 1.885 -4.673 0.0002
C 2.535 1.888 5.135 0.0000
C 2.298 0.572 4.380 -0.0001
C 2.613 0.721 2.887 -0.0029
C 3.998 1.086 2.569 0.0002
N 5.084 1.338 2.301 0.0000
H 2.307 1.761 6.191 0.0000
H 1.876 2.661 4.734 0.0000
H 3.573 2.199 5.022 0.0000
H 1.229 0.360 4.431 0.0000
H 2.900 -0.253 4.757 0.0000
H 1.994 1.529 2.482 -0.0012
H 2.387 -0.221 2.380 0.0022
C 2.910 2.418 -1.427 0.0004
C 3.920 3.513 -1.075 0.0002
C 5.372 3.014 -1.196 0.0000
C 6.391 4.042 -0.986 0.0000
N 7.172 4.857 -0.782 0.0000
H 3.009 1.597 -0.711 0.0001
H 3.165 2.017 -2.410 0.0001
H 1.909 2.847 -1.447 -0.0001
H 3.778 3.961 -0.095 0.0000
H 3.830 4.303 -1.825 0.0000
H 5.551 2.518 -2.153 0.0000
H 5.600 2.235 -0.459 0.0000
C -2.323 2.944 4.113 0.0000
C -1.666 1.584 4.373 0.0001
C -1.467 0.712 3.134 0.0010
C -2.705 0.286 2.471 -0.0011
N -3.666 -0.069 1.950 0.0004
H -1.766 3.543 3.389 0.0000
H -2.399 3.529 5.024 0.0000
H -3.308 2.758 3.677 0.0000
H -2.176 1.047 5.171 0.0001
H -0.662 1.792 4.753 0.0000
H -0.908 -0.206 3.322 -0.0005
H -0.951 1.319 2.383 0.0006
C 4.974 -1.047 -1.604 0.0000
C 3.930 -1.984 -1.009 0.0002
C 3.219 -2.870 -2.039 -0.0010
C 2.384 -2.127 -2.989 0.0001
N 1.733 -1.548 -3.739 -0.0004
H 4.624 -0.442 -2.442 0.0000
H 5.861 -1.601 -1.922 0.0001
H 5.381 -0.349 -0.868 0.0000
H 3.167 -1.376 -0.518 -0.0005
H 4.441 -2.636 -0.303 0.0000
H 2.516 -3.524 -1.513 0.0003
H 3.903 -3.497 -2.611 0.0000
C 1.618 -5.743 2.252 -0.0001
C 2.682 -4.720 1.877 0.0006
C 2.222 -3.272 2.082 0.0029
C 1.505 -2.918 3.315 -0.0012
N 0.870 -2.640 4.230 0.0000
H 1.249 -5.538 3.258 0.0000
H 1.966 -6.772 2.225 0.0000
H 0.774 -5.634 1.565 0.0000
H 2.993 -4.849 0.840 0.0000
H 3.566 -4.851 2.507 0.0000
H 1.473 -3.082 1.298 0.0001
H 3.055 -2.609 1.848 -0.0003
C -6.400 1.734 0.270 0.0006
C -5.275 2.747 0.495 -0.0009
C -4.547 3.083 -0.814 0.0003
C -3.715 1.969 -1.242 0.0057
N -3.067 1.091 -1.579 0.0654
H -6.020 0.816 -0.189 -0.0003
H -7.105 2.146 -0.457 -0.0001
H -6.928 1.475 1.182 0.0000
H -4.551 2.345 1.204 0.0012
H -5.700 3.663 0.903 0.0003
H -3.894 3.958 -0.746 0.0008
H -5.251 3.313 -1.619 0.0001
```

Results
E: -3069.18584 a.u.
HOMO-LUMO gap (spin up / spin down): 0.306 / 0.210 Eh
2S+1: 6
<S²>: 8.77
Charge: +2